Computed, not measured: a structure of composition C28H41GeIN8OTeW, with ωB97M-V/def2-TZVPD.

The gap between HOMO and LUMO (spin up / spin down) comes out at 5.890 / 6.372 eV. The expectation value of S² is 2.0577. For the HOMO energy (spin up / spin down), the calculation gives -11.64 / -12.73 eV.

The geometry in ORCA input format:
```
! RIJCOSX wB97M-V def2-TZVPD def2/J DEFGRID3
* xyz 2 3
W 0.3799 -0.8136 1.1318
C -2.2452 -4.0157 -1.4029
N -2.7693 -3.7413 -0.0624
C -3.9534 -4.4579 0.4111
C -2.1454 -2.8371 0.6981
N -1.0852 -2.1835 0.3190
N -2.6815 -2.6149 1.9507
C -2.1843 -1.7392 2.8777
N -2.7379 -1.8290 4.0992
N -1.2746 -0.8605 2.5892
H -2.8676 -4.7706 -1.8701
H -1.2225 -4.3941 -1.3488
H -2.2759 -3.1149 -2.0203
H -4.3251 -5.0790 -0.3959
H -4.7551 -3.7690 0.6845
H -3.7160 -5.1193 1.2482
H -0.7365 -2.5250 -0.5685
H -3.4082 -3.2401 2.2553
H -3.3730 -2.5721 4.3358
H -2.3036 -1.3571 4.8749
H -0.9813 -0.3934 3.4386
C 4.8951 -0.6508 1.4250
C 5.1689 0.5280 2.0899
C 4.1070 1.3305 2.4666
C 2.8141 0.9378 2.1611
N 2.5492 -0.2059 1.5069
C 3.5812 -0.9846 1.1586
C 1.6355 1.7174 2.5610
C 1.7357 2.9552 3.1850
C 0.5951 3.6296 3.5695
C -0.6348 3.0482 3.3051
C -0.6639 1.8300 2.6647
N 0.4415 1.1528 2.2957
H 5.6800 -1.3255 1.1152
H 6.1845 0.8182 2.3211
H 4.2933 2.2469 3.0038
H 3.3521 -1.9033 0.6477
H 2.7044 3.3888 3.3752
H 0.6643 4.5889 4.0639
H -1.5628 3.5309 3.5762
H -1.6073 1.3652 2.4234
C 3.5116 -0.1864 -2.1325
Ge 1.5886 0.1144 -2.2587
C 1.3114 1.7168 -3.3373
C 0.5962 -1.3536 -3.0946
C 0.7983 0.5581 -0.4848
H 3.8990 -0.3847 -3.1334
H 3.7939 -1.0106 -1.4821
H 3.9950 0.7223 -1.7700
H 1.7558 1.5755 -4.3234
H 1.7863 2.5856 -2.8793
H 0.2505 1.9335 -3.4699
H -0.4400 -1.0521 -3.2617
H 0.6103 -2.2784 -2.5191
H 1.0286 -1.5619 -4.0746
H 1.1650 1.5447 -0.1846
C -1.4563 2.8936 -0.1487
Te -1.2988 0.7744 -0.6218
C -4.0452 2.7758 -1.5304
C -2.9893 3.5184 -2.0625
C -3.1556 4.1998 -3.2982
C -2.1408 4.9433 -3.8515
C -0.9089 5.0396 -3.2025
C -0.7106 4.3731 -1.9997
C -1.7189 3.6229 -1.4185
H -0.5109 3.1877 0.3018
H -2.2590 2.9908 0.5794
H -3.9975 2.2943 -0.5633
H -4.9853 2.7088 -2.0585
H -4.1135 4.1313 -3.7978
H -2.2994 5.4592 -4.7887
H -0.1111 5.6301 -3.6314
H 0.2490 4.4489 -1.5002
N 2.7947 -3.4485 -1.0814
C 1.6633 -3.3251 -0.2771
O 1.3681 -2.0183 -0.0843
C 1.0134 -4.3723 0.2466
I 1.2498 -2.4667 3.2376
H 2.8116 -2.8273 -1.8771
H 3.0226 -4.3984 -1.3336
H 1.3308 -5.3715 -0.0149
H 0.2761 -4.2585 1.0220
*
```

---

Computed, not measured: a structure of composition AlH10O5 in a non-equilibrium geometry, with ωB97M-V/def2-TZVPD.

The gap between HOMO and LUMO comes out at 5.145 eV. For the HOMO energy, the calculation gives -24.24 eV.

The geometry in ORCA input format:
```
! RIJCOSX wB97M-V def2-TZVPD def2/J DEFGRID3
* xyz 3 1
Al -14.7858 -8.8970 -17.7569
O -12.5921 -10.3011 -17.0334
H -11.9787 -10.1625 -16.2779
H -12.2018 -11.0302 -17.5657
O -16.5078 -8.0718 -15.7400
H -16.8068 -7.1505 -15.8807
H -16.9135 -8.3506 -14.8925
O -14.3762 -7.1705 -19.7616
H -13.7458 -6.4535 -19.5185
H -14.9553 -6.7913 -20.4690
O -15.2404 -10.7670 -15.6181
H -14.5618 -10.8788 -14.9203
H -15.8557 -11.5231 -15.5067
O -17.2473 -10.0917 -17.6062
H -17.9671 -9.7484 -17.0387
H -17.6672 -10.7476 -18.2075
*
```

---

Computed, not measured: a structure of composition C6H13N3O in a non-equilibrium geometry, with ωB97M-V/def2-TZVPD.

The gap between HOMO and LUMO (spin up / spin down) comes out at 7.568 / 7.569 eV. For the HOMO energy (spin up / spin down), the calculation gives -6.85 / -6.85 eV.

The geometry in ORCA input format:
```
! RIJCOSX wB97M-V def2-TZVPD def2/J DEFGRID3
* xyz 0 1
C 1.4000 -2.3328 0.1745
C 1.2762 1.2811 -0.9697
C -1.5979 -0.7233 1.0546
N 0.3738 -1.6581 -0.5939
C -0.9485 2.3811 0.3631
C 0.1108 0.8207 -0.2012
C -0.5302 -0.2125 0.1698
N 0.5151 -1.7955 -1.9569
N -1.5176 2.4958 1.5881
O -0.8588 3.3313 -0.3910
H -0.2779 -1.3920 -2.4483
H 1.3827 -1.4030 -2.3302
H -1.4825 1.7609 2.2735
H -1.9766 3.3626 1.8513
H 1.2653 -2.1458 1.2413
H 1.3638 -3.4159 -0.0052
H 2.4081 -1.9964 -0.1147
H 1.3796 2.3677 -0.8776
H 2.2003 0.8115 -0.6219
H 1.1457 1.0798 -2.0383
H -1.3016 -0.6872 2.1067
H -2.5259 -0.1608 0.9183
H -1.8039 -1.7692 0.8078
*
```

---

Molar mass values, unit g mol⁻¹, following the record order: 1016.6; 117.1; 143.2.
Calculated total energy values, unit hartree, following the record order: -4314.14841; -623.24047; -475.76136.
ΔE to the lowest compared entry with this formula, charge and spin values, unit kJ/mol, following the record order: 57.57; 552.28; 539.35.